Model i:
Formula: C4H7N3
Source: the Open Molecules 2025 dataset
Level of theory: the ωB97M-V functional and the def2-TZVPD basis

SMILES = Cc1cn(C)nn1
Multiplicity = 1
Gap between HOMO and LUMO = 10.2026 eV
Highest occupied orbital energy = -9.3 eV

Last column: Mulliken charge in e.
Positions of all 14 atoms, in Å:
C -2.465 0.137 -0.237  -1.078
C -1.073 -0.229 0.160  0.336
C 0.021 0.586 0.261  -0.202
N 1.072 -0.258 0.371  0.538
C 2.434 0.062 0.001  -0.808
N 0.652 -1.530 0.363  -0.619
N -0.639 -1.520 0.259  -0.369
H -3.114 -0.739 -0.198  0.326
H -2.884 0.931 0.386  0.312
H -2.450 0.498 -1.272  0.236
H 0.146 1.659 0.239  0.399
H 2.985 -0.874 -0.075  0.333
H 2.905 0.731 0.723  0.267
H 2.409 0.546 -0.980  0.328

---

Model ii:
Formula: C4H7N3
Source: the Open Molecules 2025 dataset
Level of theory: the ωB97M-V functional and the def2-TZVPD basis

Multiplicity = 1
Gap between HOMO and LUMO = 6.2570 eV
Highest occupied orbital energy = -6.9 eV

Last column: Mulliken charge in e.
Positions of all 14 atoms, in Å:
C -1.288 0.717 -0.739  -0.950
C -1.175 -0.944 0.915  -0.881
N -0.322 0.125 0.253  -0.048
C 1.021 -0.225 -0.334  0.512
N 1.238 -1.404 -0.714  -0.485
C 2.001 0.855 -0.370  0.095
N 2.778 1.713 -0.408  -0.367
H -0.834 1.533 -1.308  0.327
H -2.155 1.036 -0.153  0.400
H -1.619 -0.101 -1.383  0.346
H -1.109 -1.790 0.210  0.210
H -0.665 -1.229 1.842  0.206
H -0.126 0.855 0.941  0.353
H 2.186 -1.524 -1.076  0.281

---

Verdict on stability: model i comes out on top.

---

Model i:
Formula: C3H6N2O2S
Source: the Open Molecules 2025 dataset
Level of theory: the ωB97M-V functional and the def2-TZVPD basis

Multiplicity = 1
Gap between HOMO and LUMO (spin up / spin down) = 6.4481 / 8.7019 eV
Highest occupied orbital energy (spin up / spin down) = -7.7 / -8.7 eV

Last column: Mulliken charge in e.
Positions of all 14 atoms, in Å:
C 0.628 -1.189 -0.549  0.629
C 0.399 1.640 1.622  -0.876
C -1.438 -0.453 -1.426  -0.501
N 1.811 -1.603 -0.775  -0.710
N 0.252 -0.809 0.709  -0.275
O -1.866 0.095 1.646  -0.534
O -0.250 -0.931 -1.563  -0.307
S -0.759 0.577 0.906  0.543
H 0.038 2.529 2.041  0.352
H 1.199 1.773 0.958  0.339
H -1.804 -0.082 -2.440  0.280
H -2.070 -0.757 -0.657  0.458
H 2.061 -2.031 -1.623  0.257
H 0.970 -0.851 1.442  0.343

---

Model ii:
Formula: C3H6N2O2S
Source: the Open Molecules 2025 dataset
Level of theory: the ωB97M-V functional and the def2-TZVPD basis

SMILES = CN(/C=N/O)OC=S
Multiplicity = 1
Gap between HOMO and LUMO = 8.7684 eV
Highest occupied orbital energy = -8.6 eV

Last column: Mulliken charge in e.
Positions of all 14 atoms, in Å:
C 0.238 -0.990 -0.972  -0.940
N -0.235 0.104 -0.107  0.138
C 0.593 0.906 0.661  -0.107
N 1.784 1.061 0.235  -0.316
O 2.592 1.807 1.094  -0.395
O -1.268 -0.357 0.740  -0.217
C -2.422 -0.671 0.143  0.015
S -3.009 -0.149 -1.260  -0.241
H 0.301 -1.897 -0.418  0.354
H -0.383 -1.000 -1.894  0.283
H 1.285 -0.778 -1.330  0.369
H 0.120 1.271 1.597  0.368
H 3.444 1.844 0.612  0.375
H -3.039 -1.152 0.898  0.315

---

Model iii:
Formula: C3H6N2O2S
Source: the Open Molecules 2025 dataset
Level of theory: the ωB97M-V functional and the def2-TZVPD basis

Multiplicity = 1
Gap between HOMO and LUMO (spin up / spin down) = 7.3879 / 7.6597 eV
Highest occupied orbital energy (spin up / spin down) = -8.4 / -8.3 eV

Last column: Mulliken charge in e.
Positions of all 14 atoms, in Å:
C 1.486 1.225 0.238  0.769
C 0.824 -0.428 -0.502  -0.421
C -1.470 0.482 -0.518  -0.798
N -0.737 -1.075 1.173  -0.894
N -0.463 -0.315 0.090  0.581
O 0.985 2.029 -0.434  -0.513
O 2.119 0.946 1.140  -0.409
S 1.839 -1.837 -0.116  -0.178
H 0.906 -0.206 -1.531  0.390
H -2.130 0.848 0.280  0.383
H -1.028 1.366 -0.931  0.316
H -1.730 -0.110 -1.444  0.296
H -1.727 -0.994 1.476  0.235
H 1.126 -1.931 1.078  0.242

---

Verdict on stability: model iii comes out on top.

---

Model i:
Formula: C3H6N2O2S
Source: the Open Molecules 2025 dataset
Level of theory: the ωB97M-V functional and the def2-TZVPD basis

SMILES = CC(=O)NC(=O)NS
Multiplicity = 1
Gap between HOMO and LUMO = 9.4771 eV
Highest occupied orbital energy = -9.1 eV

Last column: Mulliken charge in e.
Positions of all 14 atoms, in Å:
C 2.568 0.096 -0.247  -1.023
C 1.041 -0.334 -0.079  0.806
O 0.594 -1.469 0.130  -0.638
N 0.200 0.663 -0.019  -0.145
C -1.255 0.613 -0.094  0.470
O -1.852 1.643 0.085  -0.561
N -1.859 -0.625 -0.289  -0.357
S -3.623 -0.340 -0.205  -0.170
H 2.658 1.064 -0.889  0.294
H 3.100 0.546 0.745  0.267
H 3.236 -0.850 -0.579  0.282
H 0.599 1.648 0.105  0.255
H -1.553 -1.586 0.194  0.378
H -3.854 -1.070 1.142  0.143

---

Model ii:
Formula: C3H6N2O2S
Source: the Open Molecules 2025 dataset
Level of theory: the ωB97M-V functional and the def2-TZVPD basis

SMILES = CN(O)/C(C=O)=N\S
Multiplicity = 1
Gap between HOMO and LUMO = 8.5771 eV
Highest occupied orbital energy = -8.6 eV

Last column: Mulliken charge in e.
Positions of all 14 atoms, in Å:
C 0.086 0.540 -1.707  -0.988
N -0.241 -0.408 -0.661  0.134
O 0.222 -1.676 -1.059  -0.470
C -0.046 -0.164 0.693  0.555
C -0.401 -1.317 1.591  0.043
O -0.929 -2.343 1.252  -0.532
N 0.207 0.895 1.370  -0.440
S 0.575 2.410 0.699  -0.162
H -0.420 1.503 -1.525  0.421
H 1.185 0.721 -1.854  0.335
H -0.300 0.167 -2.655  0.260
H -0.476 -2.296 -0.707  0.362
H -0.169 -1.045 2.667  0.326
H 0.708 3.012 1.895  0.156

---

Verdict on stability: model i comes out on top.

---

Model i:
Formula: C3H6N2O2S
Source: the Open Molecules 2025 dataset
Level of theory: the ωB97M-V functional and the def2-TZVPD basis

SMILES = [H]/N=C(/NO)SC(C)=O
Multiplicity = 1
Gap between HOMO and LUMO = 9.9655 eV
Highest occupied orbital energy = -9.9 eV

Last column: Mulliken charge in e.
Positions of all 14 atoms, in Å:
H 0.263 -0.075 2.804  0.289
N -0.660 0.366 2.436  -0.591
C -0.454 1.062 1.263  0.374
N -1.539 1.845 0.620  -0.247
O -1.844 1.243 -0.653  -0.390
S 0.982 0.992 0.130  -0.110
C 0.571 -0.589 -0.601  0.652
C 1.597 -1.297 -1.409  -0.875
O -0.530 -1.152 -0.509  -0.625
H -2.322 1.825 1.325  0.320
H -1.729 0.280 -0.494  0.384
H 2.553 -0.598 -1.673  0.306
H 1.164 -1.603 -2.427  0.269
H 1.948 -2.298 -0.813  0.245

---

Model ii:
Formula: C3H6N2O2S
Source: the Open Molecules 2025 dataset
Level of theory: the ωB97M-V functional and the def2-TZVPD basis

SMILES = [H]/N=C(/N)OC(=S)OC
Multiplicity = 1
Gap between HOMO and LUMO = 9.3667 eV
Highest occupied orbital energy = -9.3 eV

Last column: Mulliken charge in e.
Positions of all 14 atoms, in Å:
H 0.627 0.836 2.490  0.193
N -0.108 1.483 2.254  -0.601
C -0.447 1.270 1.056  0.566
N -1.476 1.747 0.276  -0.637
O 0.291 0.280 0.169  -0.285
C 1.086 -0.831 0.479  0.424
S 1.770 -1.288 1.960  -0.312
O 1.360 -1.515 -0.706  -0.297
C 0.148 -1.476 -1.608  -0.565
H -1.348 1.324 -0.894  0.375
H -1.199 2.989 0.233  0.362
H 0.377 -0.846 -2.592  0.262
H -0.232 -2.559 -2.187  0.247
H -0.848 -1.415 -0.929  0.269

---

Verdict on stability: model i comes out on top.

---

Model i:
Formula: C3H6N2O2S
Source: the Open Molecules 2025 dataset
Level of theory: the ωB97M-V functional and the def2-TZVPD basis

Multiplicity = 1
Gap between HOMO and LUMO (spin up / spin down) = 8.2044 / 8.2034 eV
Highest occupied orbital energy (spin up / spin down) = -8.3 / -8.3 eV

Last column: Mulliken charge in e.
Positions of all 14 atoms, in Å:
C -0.177 0.538 -0.259  0.728
C -1.483 0.588 -1.107  0.147
C 1.185 -1.035 1.151  -0.828
N -2.020 1.789 -1.348  -0.379
N -0.006 -0.708 0.271  -0.166
O 0.406 1.549 0.138  -0.634
O -3.187 -0.290 -2.670  -0.622
S -1.956 -0.738 -2.001  0.173
H 1.985 -0.318 1.120  0.308
H 0.945 -0.930 2.278  0.247
H 1.604 -2.029 0.942  0.324
H -1.576 2.571 -0.977  0.223
H -2.802 1.776 -2.102  0.277
H -0.426 -1.443 -0.296  0.203

---

Model ii:
Formula: C3H6N2O2S
Source: the Open Molecules 2025 dataset
Level of theory: the ωB97M-V functional and the def2-TZVPD basis

SMILES = CNC(=S)O/C=N\O
Multiplicity = 1
Gap between HOMO and LUMO = 9.6347 eV
Highest occupied orbital energy = -9.0 eV

Last column: Mulliken charge in e.
Positions of all 14 atoms, in Å:
C 1.666 -0.918 1.727  -0.722
N 0.194 -0.805 1.766  -0.172
C -0.549 -0.254 0.772  0.360
S -2.109 0.259 0.941  -0.396
O 0.268 -0.189 -0.342  -0.195
C -0.227 0.443 -1.461  0.094
N 0.506 0.820 -2.412  -0.409
O 1.824 0.464 -2.188  -0.354
H 2.109 0.038 1.512  0.265
H 1.983 -1.658 0.970  0.228
H 2.036 -1.209 2.716  0.339
H -0.322 -0.876 2.620  0.244
H -1.312 0.634 -1.496  0.349
H 2.275 0.993 -2.845  0.370

---

Verdict on stability: model i comes out on top.